This record from the Open Molecules 2025 dataset describes the molecule C32H36N2O7 at a distorted geometry. The level of theory is the ωB97M-V functional and the def2-TZVPD basis.

## Properties
**HOMO-LUMO gap**: 7.13 eV
**LUMO**: 0.009 hartree
**ΔE to the lowest compared entry with this formula, charge and spin**: 101.6 kcal per mole
**SMILES**: CCCCC1=CC2=C(c3ccco3)C(=O)[C@@](C)(OC(=O)c3ccc(OC)cc3)C(=O)C2=CN1CCN1CCOCC1

Structure (XYZ):
```
77
Properties=species:S:1:pos:R:3:forces:R:3:mulliken_charge:R:1
C -5.475567 -1.307929 3.276100 0.058 0.226 0.104 -0.8697
C -4.585355 -0.126363 3.646615 0.148 -0.206 -0.054 -0.6731
C -3.238651 -0.140736 2.922977 -0.229 0.218 0.012 -0.4269
C -3.379451 0.178733 1.426746 0.086 -0.187 0.389 -0.6425
C -2.078729 0.018537 0.701222 -0.056 0.393 -0.086 0.0059
C -1.287708 1.091240 0.456124 -0.226 -0.007 0.054 -1.1437
C -0.021640 1.015980 -0.211248 0.479 0.059 -0.043 1.9061
C 0.825130 2.092777 -0.392636 -0.464 -0.022 -0.045 0.1764
C 0.492117 3.452341 -0.001425 0.886 0.427 0.242 -0.2998
C 1.301396 4.506751 0.339922 -0.245 -0.531 -0.086 -0.4543
C 0.450404 5.612649 0.563164 -0.672 -0.038 -0.074 -0.6457
C -0.813652 5.167695 0.340342 0.320 0.762 0.244 -0.5746
O -0.805661 3.864455 -0.000441 -0.155 -0.302 -0.190 -0.3012
C 2.158753 1.885064 -0.919689 0.066 -0.252 0.041 0.4583
O 3.077576 2.677373 -0.831104 -0.090 -0.093 -0.111 -0.7413
C 2.405306 0.591893 -1.722216 0.232 0.035 -0.102 1.4422
C 2.114749 0.890324 -3.196264 0.227 -0.147 0.240 -2.0132
O 3.789911 0.259403 -1.615447 -0.181 0.025 -0.353 -0.4347
C 4.123752 -0.133684 -0.383490 -0.090 -0.126 0.468 0.9277
O 3.298469 -0.259942 0.499068 0.217 0.120 -0.099 -0.6797
C 5.562577 -0.401000 -0.226431 0.229 -0.065 0.112 -0.2717
C 6.031901 -0.845280 1.005325 -0.252 0.124 -0.297 -0.8462
C 7.374097 -1.103288 1.202165 0.351 -0.081 0.096 -0.3694
C 8.274633 -0.916965 0.155470 -0.189 0.069 -0.139 0.9623
O 9.611293 -1.137186 0.231846 -0.199 0.111 -0.269 -0.4547
C 10.158290 -1.578138 1.451822 0.086 -0.079 0.219 -0.8321
C 7.803225 -0.469440 -1.083589 0.225 -0.070 0.112 -0.6633
C 6.465795 -0.213523 -1.273570 -0.068 -0.042 0.167 -0.3954
C 1.585919 -0.620604 -1.300515 0.170 -0.299 -0.259 0.1804
O 1.920185 -1.744667 -1.617931 -0.089 0.266 0.002 -0.7323
C 0.337292 -0.321900 -0.604080 -0.662 -0.309 0.225 -0.2429
C -0.489339 -1.367124 -0.319236 0.532 0.248 -0.268 -0.4132
N -1.672330 -1.243842 0.313904 0.179 0.285 0.113 0.3896
C -2.502972 -2.422966 0.428221 -0.447 -0.609 -0.411 -1.1177
C -3.313568 -2.671763 -0.858029 0.085 0.150 0.397 -0.9965
N -4.233037 -1.571398 -1.099890 0.004 -0.157 -0.197 0.7031
C -5.618269 -1.972182 -1.279164 -0.203 0.297 0.009 -0.7817
C -6.489158 -0.714828 -1.330146 -0.077 -0.380 0.136 -0.6290
O -6.097963 0.137568 -2.377314 -0.094 -0.005 -0.149 -0.4153
C -4.749650 0.515521 -2.232051 0.424 -0.046 -0.090 -0.6258
C -3.828705 -0.704382 -2.196103 -0.216 0.312 -0.035 -0.5207
H -4.971092 -2.248083 3.491849 0.027 -0.137 0.003 0.2583
H -6.396542 -1.278624 3.853143 -0.122 -0.078 0.000 0.4162
H -5.741774 -1.290373 2.221649 -0.059 -0.057 -0.144 0.0400
H -5.106051 0.806626 3.422060 -0.005 0.089 0.066 0.3291
H -4.401802 -0.150997 4.722635 -0.038 0.088 0.014 0.3874
H -2.766119 -1.115412 3.064186 0.084 -0.052 0.023 0.3965
H -2.578551 0.603609 3.372518 0.095 -0.055 -0.009 0.3557
H -3.702784 1.215842 1.328596 0.005 -0.015 -0.080 0.7540
H -4.136625 -0.451796 0.963122 0.014 0.116 -0.015 -0.8887
H -1.626887 2.055370 0.792393 -0.133 -0.035 0.039 0.6662
H 2.366505 4.483777 0.421934 0.161 -0.087 -0.025 0.6112
H 0.743478 6.602066 0.849660 -0.018 0.224 0.053 0.4452
H -1.769727 5.651097 0.387317 -0.156 -0.023 -0.014 0.4573
H 2.751678 1.708981 -3.521914 -0.004 0.092 -0.001 0.4736
H 1.071073 1.170567 -3.318069 -0.090 0.034 -0.027 0.3310
H 2.330724 0.005381 -3.790743 -0.025 -0.066 -0.026 0.4560
H 5.323126 -0.983903 1.807609 -0.046 -0.010 0.067 0.4390
H 7.708369 -1.445986 2.168748 0.053 -0.027 0.062 0.3866
H 9.748826 -2.549043 1.748130 0.005 0.048 -0.007 0.3363
H 11.228128 -1.677880 1.275328 -0.077 -0.007 0.060 0.2401
H 9.990245 -0.851721 2.253071 -0.006 -0.035 -0.031 0.3388
H 8.518659 -0.330420 -1.878769 0.069 0.021 -0.096 0.4156
H 6.105196 0.135394 -2.227614 0.001 0.033 -0.092 0.4934
H -0.185585 -2.361719 -0.614820 -0.021 -0.075 -0.009 0.5998
H -1.854681 -3.284187 0.609499 -0.010 0.098 0.105 0.5612
H -3.185602 -2.320012 1.268490 0.078 -0.016 0.011 0.1550
H -2.622292 -2.802200 -1.699814 -0.034 -0.065 -0.001 0.3759
H -3.866564 -3.606372 -0.731052 0.028 -0.009 -0.048 0.4983
H -5.924512 -2.591954 -0.433427 -0.044 -0.018 -0.023 0.4536
H -5.760430 -2.544357 -2.211690 -0.013 -0.026 0.052 0.3755
H -7.531450 -0.976871 -1.518309 0.047 -0.002 0.082 0.3753
H -6.414499 -0.182519 -0.368966 -0.030 -0.059 -0.030 0.2701
H -4.513553 1.148613 -3.088188 0.048 0.000 0.088 0.3632
H -4.618837 1.092390 -1.304527 0.017 -0.002 -0.057 0.2763
H -2.801023 -0.373601 -2.038718 0.039 0.021 -0.046 0.1961
H -3.890376 -1.230888 -3.164361 0.056 0.020 0.033 0.4174
```
Forces are in eV/Å.

This record from the Open Molecules 2025 dataset describes a structure of composition C32H37AsNO2PS2Se2Si2W at a distorted geometry. The level of theory is the ωB97M-V functional and the def2-TZVPD basis.

## Properties
**HOMO-LUMO gap (alpha / beta)**: 6.24 / 5.27 eV
**Multiplicity**: 3
**LUMO (alpha / beta)**: -0.030 / -0.064 hartree
**ΔE to the lowest compared entry with this formula, charge and spin**: 23.7 kcal per mole

Structure (XYZ):
```
81
Properties=species:S:1:pos:R:3:forces:R:3:mulliken_charge:R:1
W -0.069935 0.118722 0.049715 1.592 0.167 -0.097 -0.2650
Se 1.783924 -1.103562 -0.737246 -0.478 0.236 0.256 -0.3052
P 0.741433 -0.591614 2.651703 -0.518 0.380 -0.055 0.6685
Se -1.113353 0.537922 2.383397 -0.185 -0.025 0.028 -0.3928
C 1.660214 0.217569 4.008109 -0.012 -0.145 0.032 0.7317
C 1.418248 1.529554 4.398291 0.072 0.016 -0.071 -0.1431
C 2.199602 2.117582 5.385067 0.014 0.028 -0.004 -0.5436
C 3.218036 1.399069 5.993253 0.007 0.024 -0.010 -0.5870
C 3.457928 0.085193 5.611336 -0.054 -0.084 -0.015 -0.5353
C 2.688221 -0.502193 4.619358 -0.147 0.047 0.252 -0.7952
C 0.306473 -2.207262 3.358842 0.205 -0.053 -0.118 0.3510
C 1.034419 -3.312222 2.926760 -0.071 -0.016 -0.006 -0.1222
C 0.778021 -4.566943 3.465490 0.018 -0.003 -0.015 -0.6691
C -0.205976 -4.715815 4.429923 -0.004 0.002 0.003 -0.4189
C -0.941080 -3.614428 4.854045 -0.003 0.025 -0.010 -0.6535
C -0.687739 -2.361851 4.319893 0.003 -0.034 0.026 -0.3657
H 0.611630 2.085200 3.934829 -0.004 -0.015 0.013 0.1269
H 2.000271 3.138792 5.686029 0.008 -0.006 0.004 0.4375
H 3.820229 1.857684 6.766947 -0.001 0.001 -0.002 0.3976
H 4.247682 -0.483973 6.085011 0.001 0.007 -0.001 0.3916
H 2.883958 -1.525179 4.320776 0.007 -0.006 0.010 0.3763
H 1.783577 -3.192225 2.151823 0.003 -0.004 -0.002 0.3389
H 1.340279 -5.426030 3.122791 -0.003 0.001 0.005 0.4142
H -0.410287 -5.693199 4.848107 0.002 0.000 -0.004 0.3787
H -1.716981 -3.734326 5.599309 0.004 -0.004 -0.001 0.3953
H -1.268976 -1.504148 4.635901 0.007 0.000 0.005 0.3818
O -1.105058 -1.893876 0.067775 -0.297 0.132 -0.964 -0.4885
C -1.659513 -1.219086 -0.864202 -0.314 -0.304 0.942 0.4455
O -2.125394 -0.053255 -0.527565 -0.002 -0.427 0.221 -0.4699
C -1.534874 -1.500894 -2.301582 0.106 0.053 -0.298 0.2342
C -1.859583 -2.713693 -2.887236 -0.042 0.128 0.011 -0.5432
C -1.680744 -2.882194 -4.251350 -0.016 -0.047 -0.033 -0.6119
C -1.148479 -1.844971 -5.004926 0.005 0.027 -0.007 -0.5598
C -0.768311 -0.649672 -4.410122 -0.039 -0.034 0.062 -0.6388
C -0.948388 -0.456975 -3.044247 0.019 0.022 0.019 0.6868
S -0.306856 1.018579 -2.274368 0.061 -0.174 0.065 -0.3690
H -2.259385 -3.508738 -2.271191 -0.002 -0.014 -0.011 0.4751
H -1.944225 -3.819555 -4.722544 -0.004 0.007 0.000 0.3906
H -0.999193 -1.973413 -6.069699 -0.005 -0.017 0.005 0.3719
H -0.301879 0.129350 -4.998839 0.009 0.002 0.002 0.4559
C 3.087218 4.344910 -1.874426 -0.058 -0.044 -0.036 -1.2604
Si 1.638742 4.229932 -0.689466 0.000 0.012 -0.111 0.7015
C 0.085418 4.639532 -1.637986 -0.029 0.005 0.025 -0.9444
C 1.874303 5.434011 0.738248 -0.040 0.037 -0.046 -1.1815
As 1.679122 2.044846 0.275699 -0.118 0.184 0.112 0.5845
Si 3.971496 1.633381 0.717789 0.051 -0.060 0.030 0.1863
C 4.183551 0.263834 1.962940 0.097 0.131 -0.071 -0.3470
C 4.820762 1.196441 -0.889537 -0.018 -0.116 0.089 -0.9600
C 4.673353 3.208496 1.455147 0.012 -0.051 0.030 -1.1356
H 2.969361 5.240023 -2.491841 -0.001 0.007 0.035 0.4200
H 3.105883 3.481538 -2.541351 0.038 0.009 -0.028 0.3006
H 4.045860 4.418391 -1.362553 0.041 -0.063 0.002 0.2936
H 0.323380 5.473779 -2.304752 -0.002 0.009 -0.003 0.4746
H -0.726996 4.949767 -0.978271 0.078 -0.047 -0.062 0.1952
H -0.256712 3.800306 -2.245051 -0.012 0.052 0.013 0.1949
H 2.582651 6.215269 0.450670 0.011 -0.016 -0.005 0.4534
H 2.256177 4.950788 1.637074 0.014 0.027 0.023 0.2457
H 0.926689 5.917261 0.985571 0.011 -0.057 0.037 0.3619
H 3.518029 -0.577872 1.768600 0.011 -0.015 -0.022 -0.0661
H 4.016050 0.633466 2.975992 0.064 -0.015 -0.183 -0.0211
H 5.216948 -0.090437 1.896873 -0.008 -0.018 -0.005 0.6082
H 4.308087 0.363193 -1.373702 0.013 0.035 -0.015 0.2311
H 5.844470 0.878205 -0.670226 -0.001 0.023 0.008 0.3798
H 4.866536 2.031787 -1.582365 -0.026 0.091 -0.084 0.2962
H 4.027093 3.578780 2.253009 0.032 0.012 0.018 0.2836
H 4.819222 4.002909 0.723061 -0.038 0.020 0.021 0.2599
H 5.644563 2.980020 1.903640 0.011 0.012 -0.038 0.4288
S -4.111818 3.582833 -0.028140 -0.037 0.028 0.007 -0.3311
C -2.685077 2.747586 -0.529738 0.065 0.041 0.064 -0.3699
N -1.643195 2.875110 0.218131 -0.237 -0.061 0.030 0.6639
C -1.930909 3.703092 1.298803 0.092 0.043 -0.013 -1.5004
C -1.021044 4.081328 2.287852 -0.042 -0.026 0.016 0.6760
C -1.444790 4.922410 3.294924 0.092 -0.032 0.003 -1.3549
C -2.762780 5.392574 3.335352 -0.066 0.017 -0.019 -0.6464
C -3.673323 5.034704 2.361887 0.006 0.029 0.028 -0.4911
C -3.242590 4.190043 1.341725 0.033 -0.034 -0.064 0.8494
H -2.685467 2.146435 -1.426734 0.013 -0.063 -0.027 0.3282
H -0.009134 3.698135 2.250907 0.007 0.007 0.006 0.9301
H -0.750395 5.222098 4.069893 -0.006 -0.002 -0.006 0.4534
H -3.071724 6.048201 4.138867 0.001 -0.003 -0.003 0.4059
H -4.689937 5.403892 2.387377 0.004 -0.002 0.007 0.4303
```
Forces are in eV/Å.

This record from the Open Molecules 2025 dataset describes a structure of composition C32H37BaClN2Si2 at a distorted geometry. The level of theory is the ωB97M-V functional and the def2-TZVPD basis.

## Properties
**HOMO-LUMO gap**: 6.55 eV
**LUMO**: -0.024 hartree

Structure (XYZ):
```
75
Properties=species:S:1:pos:R:3:forces:R:3:mulliken_charge:R:1
C -1.749306 -0.371150 4.875411 0.181 -0.242 -0.286 -0.2850
C -2.469385 0.036499 3.721790 0.165 -0.242 0.029 -1.3245
C -2.197654 -0.899309 2.687681 0.001 0.003 0.102 -0.3292
H -3.180619 0.858576 3.674700 0.160 -0.172 -0.025 0.3873
C -1.293200 -1.866747 3.194051 -0.068 -0.128 -0.087 -0.5438
C -1.024246 -1.552895 4.546690 -0.089 0.433 0.072 -0.5823
H -0.449068 -2.160160 5.249262 -0.137 0.227 -0.300 0.4351
H -1.829698 0.062677 5.871500 0.011 -0.023 -0.282 0.6152
H -2.689754 -0.946370 1.715106 0.275 0.078 0.268 0.5985
H -0.943232 -2.753704 2.655608 -0.143 0.438 0.198 0.3808
Ba 0.372989 0.630227 2.814134 -0.907 -0.617 -0.519 1.4113
Si 1.149981 0.091289 -1.040709 -1.700 -0.294 2.072 -0.0777
C -0.097633 1.556834 -0.671276 0.556 0.094 0.218 0.2479
C 0.325960 2.823266 -1.092656 -0.187 0.359 -0.435 -0.7820
H 1.351879 2.941943 -1.453907 -0.338 -0.035 -0.129 0.3814
C -0.551576 3.909226 -1.159293 -0.216 -0.426 0.480 -0.6101
H -0.247735 4.821367 -1.671892 -0.078 -0.104 0.302 0.4467
C -1.831972 3.776837 -0.599871 0.001 0.089 -0.222 -0.6322
H -2.537747 4.607366 -0.652979 0.200 -0.186 0.044 0.3919
C -2.224886 2.573765 -0.006861 0.242 -0.099 0.060 -0.7194
H -3.211557 2.459147 0.462918 0.444 0.164 -0.255 0.4550
C -1.361521 1.469661 -0.054498 -0.013 -0.093 -0.130 0.2890
H -1.713853 0.513795 0.356507 0.136 0.308 -0.313 0.4668
C -0.049767 -1.473984 -0.878933 0.447 0.823 -0.274 1.8093
C -1.283007 -1.471420 -1.539601 -0.079 -0.837 0.037 -0.0366
H -1.627893 -0.572795 -2.060800 0.123 -0.350 0.098 -0.1118
C -2.084546 -2.624164 -1.550635 0.248 0.606 0.102 -0.8091
H -3.020116 -2.595937 -2.103253 0.041 -0.157 0.157 0.3989
C -1.676175 -3.766398 -0.863292 0.343 -0.046 0.056 -0.6381
H -2.309381 -4.658101 -0.859790 0.264 0.285 -0.009 0.4262
C -0.445856 -3.766598 -0.189011 -0.047 0.211 0.007 -0.7775
H -0.110012 -4.659996 0.342000 -0.154 0.201 -0.140 0.4151
C 0.360380 -2.617706 -0.191490 -0.597 -0.255 -0.095 -0.7646
H 1.312473 -2.603039 0.350185 -0.226 -0.106 -0.189 0.3310
H 1.477753 -0.071456 0.423219 0.292 -0.282 0.880 -0.6367
Si 1.528346 0.157479 -3.258003 1.701 -0.160 -1.394 0.6409
C 1.103729 -1.465836 -4.025112 -0.239 -0.520 -0.605 0.5718
C 0.358257 -1.494915 -5.209043 -0.252 -0.756 0.186 -0.3629
H 0.116912 -0.561488 -5.723614 -0.058 -0.309 0.176 0.3418
C -0.099271 -2.720647 -5.710797 0.142 -0.107 0.005 -0.5392
H -0.711206 -2.737774 -6.616835 0.229 -0.059 0.254 0.3750
C 0.201655 -3.915110 -5.041875 -0.174 0.279 0.019 -0.5414
H -0.195498 -4.866273 -5.415282 0.156 0.402 0.172 0.3478
C 0.995830 -3.888533 -3.887763 0.120 0.071 -0.242 -0.3499
H 1.194357 -4.817615 -3.344743 0.088 0.319 -0.256 0.3648
C 1.507411 -2.673951 -3.427536 -0.589 -0.092 -0.128 -0.4480
H 2.181287 -2.662579 -2.565759 -0.337 0.019 -0.144 0.3390
C 0.723482 1.561202 -4.132523 -0.591 0.103 -0.330 0.3348
C -0.674527 1.613341 -4.056673 -0.072 0.732 -0.255 0.1869
H -1.236883 0.865969 -3.481871 0.293 0.321 -0.244 0.1243
C -1.370025 2.646136 -4.684949 -0.100 -0.040 -0.104 -0.8275
H -2.456637 2.692694 -4.572399 0.318 0.067 -0.160 0.3882
C -0.683960 3.597820 -5.450401 0.303 -0.238 0.164 -0.4700
H -1.244369 4.386795 -5.969001 0.335 -0.337 0.254 0.3667
C 0.719162 3.525403 -5.549321 -0.406 0.186 0.067 -0.5361
H 1.241876 4.280903 -6.145194 -0.107 -0.332 0.222 0.3599
C 1.426550 2.521382 -4.876984 -0.511 0.122 -0.051 -0.5805
H 2.519303 2.477515 -4.933763 -0.415 -0.012 0.011 0.3834
H 2.950502 0.271999 -3.681524 -0.029 0.170 0.160 -0.3895
Cl 3.389639 0.609915 -1.030291 0.544 0.400 0.641 -0.4629
N 2.241247 -0.476520 4.554481 0.804 -0.098 0.576 -0.3280
C 2.139134 -0.750933 6.031463 0.162 -0.149 -0.460 -0.9830
C 1.307929 0.276545 6.772322 -0.371 0.042 0.436 0.1492
C 1.518556 1.722232 6.355313 -0.281 0.579 -0.289 -1.0046
N 0.615106 2.120952 5.219392 0.191 0.329 0.621 -0.3405
H 3.062836 0.132541 4.428255 -0.393 -0.315 -0.009 0.2386
H 2.518518 -1.354447 4.115413 -0.038 0.106 -0.018 0.1784
H 1.674528 -1.736225 6.166917 0.232 0.236 -0.111 0.3854
H 3.149238 -0.784916 6.465126 -0.204 -0.084 -0.083 0.4276
H 0.240087 0.019952 6.688709 0.320 0.179 -0.044 -0.1037
H 1.557097 0.202745 7.840958 -0.064 -0.084 -0.234 0.3439
H 1.339589 2.390563 7.209764 0.018 -0.212 -0.110 0.4084
H 2.555718 1.916683 6.046087 -0.197 -0.145 -0.018 0.3779
H -0.351301 2.111226 5.568067 0.375 -0.147 -0.161 0.1941
H 0.805803 3.105196 5.028975 -0.054 -0.093 -0.006 0.2121
```
Forces are in eV/Å.

no.,total energy (Eh)
1,-1877.16671
2,-10269.37775
3,-2415.79119